# 1
54
Properties=species:S:1:pos:R:3 method="wB97M-V/def2-TZVPD" energy_ev=-84472.889 charge=+1 e_lumo_ha=-0.132 e_homo_ev=-12.640 de_lowest_ev=0.061 max_force_ha_per_bohr=0.0063
C -0.700 1.231 4.044
C 3.364 0.338 -2.028
C 0.517 1.872 4.186
H -0.267 -3.036 1.149
H 3.843 1.066 -2.688
H -2.702 -0.412 3.510
H -3.708 1.812 3.323
C -3.595 1.211 2.417
C 0.805 1.672 1.838
H -0.003 -4.408 0.075
H 2.247 2.593 3.111
C -0.199 -3.334 0.099
H 3.629 -0.658 -2.387
H 2.469 -1.981 1.390
Cl -1.488 -2.202 -3.223
O -3.011 1.394 0.087
H -2.484 2.823 1.481
H 1.683 -4.221 -2.260
H 1.161 -2.840 -3.211
H 3.794 0.460 -1.032
C -2.476 0.177 2.621
H 0.863 2.184 5.162
H 2.952 -3.479 0.600
H 1.534 2.982 -2.595
C 1.741 -3.133 -2.341
H -0.250 0.394 -3.819
Cl -3.106 0.672 -3.124
C 2.680 -2.435 0.418
Si 1.189 -2.381 -0.720
Si -2.267 -0.816 -1.978
H 2.787 -2.882 -2.529
Si 1.515 0.610 -2.051
H 1.061 -0.759 -4.093
C 0.828 0.248 -3.750
H 1.379 1.822 0.934
H 1.202 -0.258 0.252
Cl -3.789 -1.722 -0.941
C 0.761 -0.512 -0.719
H -1.325 1.028 4.903
N -0.375 1.055 1.695
H 1.283 0.946 -4.458
C 1.288 2.099 3.056
H -2.455 -0.528 1.787
H 1.694 2.845 -0.858
C -1.131 0.827 2.787
C -3.328 2.163 1.270
H -4.202 2.777 1.061
H -3.408 1.759 -0.714
C 1.171 2.432 -1.722
Au -1.115 0.267 -0.278
H -1.176 -3.172 -0.358
H -4.536 0.686 2.255
H 0.106 2.665 -1.624
H 3.554 -1.940 -0.009



# 2
51
Properties=species:S:1:pos:R:3 method="wB97M-V/def2-TZVPD" energy_ev=-111440.849 multiplicity=5 e_lumo_ha="0.019 / -0.040" e_homo_ev="-5.166 / -7.426" max_force_ha_per_bohr=0.0764
H -2.210 -3.940 -1.119
H -3.278 -1.249 3.421
H -0.600 2.727 -2.674
H 1.605 -0.067 3.718
H -1.042 -0.722 -3.239
H 1.643 3.433 3.149
H 0.389 3.512 1.789
C 2.709 1.290 -4.211
H -3.164 -2.090 1.855
H 2.414 2.750 -5.804
Pt -0.140 -0.092 0.067
C -2.671 -1.378 2.522
C 0.315 2.374 -3.154
O -0.384 -1.982 1.877
H 0.080 -2.046 -2.779
H 3.653 0.880 -4.645
H 2.985 -0.397 2.637
C 2.934 2.038 0.703
C 0.812 2.880 -4.329
H -3.802 -1.970 -1.859
C -1.241 -1.843 2.794
H 3.001 1.087 3.689
C 2.372 0.409 3.077
H -3.425 -0.228 -1.693
H -3.818 -1.208 -0.241
C -0.966 -2.395 4.158
H 2.682 -0.033 -2.481
C 2.014 2.341 -4.864
H -2.747 -0.397 2.002
H 3.600 2.631 1.362
C 0.904 2.898 2.542
H -1.830 -3.433 0.565
H -1.509 -3.360 4.233
C -3.324 -1.213 -1.220
H 0.276 3.707 -4.858
P -1.550 -1.623 -1.044
C 2.207 0.780 -3.034
H 2.512 2.669 -0.100
H 0.118 -2.609 4.169
H -1.219 -1.732 5.011
C -1.527 -3.358 -0.485
H -1.275 0.752 0.809
C 0.988 1.299 -2.457
H -0.506 -3.743 -0.590
H 0.089 2.614 3.252
H 3.491 1.202 0.241
N 0.488 0.820 -1.351
H -1.594 -2.436 -3.320
Br -1.021 0.824 2.994
C -0.969 -1.716 -2.776
P 1.532 1.342 1.693



# 3
52
Properties=species:S:1:pos:R:3 method="wB97M-V/def2-TZVPD" energy_ev=-39728.419 charge=+1 e_lumo_ha=-0.075 e_homo_ev=-12.241 de_lowest_ev=0.000 max_force_ha_per_bohr=0.0173
H -3.090 -5.871 -2.086
H -2.240 1.458 -1.028
C -1.412 0.460 2.606
H 1.586 -0.585 1.004
H 3.796 3.314 0.650
O -2.014 -1.784 -2.246
C -1.868 1.050 -0.086
C 1.131 3.386 0.523
H -2.717 0.647 0.468
O 1.990 2.380 0.998
O 3.184 0.713 2.618
H 0.731 3.973 1.365
H 3.093 3.606 2.252
H -4.225 -2.957 -1.077
H 4.444 -0.833 2.064
H 0.470 1.015 1.842
H 3.066 -0.398 0.040
H -0.258 0.035 -2.361
H -1.798 -5.412 -3.208
O -1.321 -0.707 2.425
C 2.623 -0.920 0.892
Cl -2.704 1.118 3.594
C 3.374 -0.623 2.185
C -4.269 -3.332 -2.099
C -0.014 2.716 -0.229
H -1.786 2.877 0.980
H 4.604 1.203 1.190
C 3.237 2.846 1.473
N -0.968 -0.088 -0.423
C -1.937 -2.980 -2.551
C -2.827 -5.215 -2.916
H 2.624 -1.993 0.686
H -0.996 -3.430 -2.894
H -1.524 -0.858 -0.845
H -4.601 -2.523 -2.749
H 4.742 2.035 2.751
H -3.480 -5.435 -3.760
H 1.663 4.082 -0.139
H -0.340 2.291 2.741
C 0.560 1.770 -1.321
H 0.320 2.202 -2.293
H -0.529 3.528 -0.752
H 1.647 1.779 -1.240
C -1.084 2.087 0.703
H 3.008 -1.261 2.992
H 0.962 -0.376 -1.161
C 0.126 0.290 -1.376
H -4.980 -4.151 -2.149
N -2.962 -3.821 -2.522
C 4.031 1.662 2.004
C -0.494 1.493 2.016
H -0.576 -0.461 0.449



# 4
57
Properties=species:S:1:pos:R:3 method="wB97M-V/def2-TZVPD" energy_ev=-48849.454 charge=+1 e_lumo_ha=-0.118 e_homo_ev=-12.464 max_force_ha_per_bohr=0.0503
H -0.422 -1.380 1.163
N 0.769 -0.348 -1.701
H -3.338 -2.773 8.799
C -5.078 1.919 8.000
C 6.665 0.322 -7.853
H 5.266 -0.320 -4.147
H 1.926 -0.464 1.273
H 3.570 0.502 -0.475
H -1.133 1.376 -1.547
H -2.881 1.568 -1.699
O -5.438 -1.162 8.021
H -2.476 -1.791 0.240
N 2.618 0.175 -0.617
H 7.218 1.823 -10.645
H -3.681 -0.787 2.336
H -1.303 1.138 0.863
H -3.347 0.893 3.011
O 7.592 0.645 -7.156
C -3.574 -3.014 7.763
H 5.006 -1.805 -6.104
H -4.051 2.287 8.044
O 6.453 0.722 -9.107
C -2.098 0.996 -1.149
H 7.286 2.619 -9.065
C 1.992 0.180 -1.814
N 1.762 -0.339 0.279
N -0.468 -1.180 0.168
H -5.762 2.763 8.093
H -2.379 2.468 0.425
H 8.427 1.298 -9.466
H -4.541 -3.512 7.699
H 4.323 0.502 -5.413
C -3.073 0.141 2.242
O -3.372 0.677 0.951
C -4.545 -0.973 7.238
H 6.700 -1.374 -5.934
C 5.304 0.093 -5.157
C 0.610 -0.666 -0.373
C 5.709 -0.974 -6.155
Cl 2.703 0.786 -3.273
C -2.279 1.356 0.360
H -1.937 -0.747 -2.526
C -5.321 1.175 6.702
H -5.203 1.862 5.864
O 5.655 -0.482 -7.496
O -3.549 -1.826 6.968
C -1.712 -1.562 -0.529
C -2.314 -0.506 -1.511
C 7.410 1.669 -9.586
H 6.007 0.926 -5.159
H -2.015 -0.172 2.378
H -5.221 1.267 8.862
O -4.357 0.129 6.505
H -3.410 -0.686 -1.555
H -1.546 -2.525 -1.065
H -6.334 0.773 6.652
H -2.810 -3.685 7.377



# 5
55
Properties=species:S:1:pos:R:3 method="wB97M-V/def2-TZVPD" energy_ev=-45526.186 e_lumo_ha=-0.016 e_homo_ev=-6.618 max_force_ha_per_bohr=0.0502
C 0.170 2.580 2.099
C -0.196 3.222 0.761
N -5.483 2.645 1.100
H 0.874 -5.384 -0.208
H 1.252 2.596 2.202
H -5.130 2.750 0.158
H 2.259 -4.357 0.098
H 2.791 0.008 1.137
O -3.819 0.831 -0.468
F -3.384 -0.208 1.631
H 0.667 3.801 0.446
O -1.558 0.545 0.306
H 4.775 -3.451 0.372
H 5.364 -4.011 -1.213
H 3.407 -3.794 -2.156
H -0.145 -3.282 -0.190
H -0.118 1.541 2.132
S -2.906 0.914 0.642
H -0.586 -1.123 -0.650
C 0.590 -3.421 -0.981
N 1.233 -2.068 -1.158
H -1.253 4.859 -0.037
H 3.202 -0.086 -0.566
H 2.560 -2.326 0.466
H -3.015 3.347 -0.358
H 1.631 0.552 -0.053
H 0.054 -3.627 -1.905
F -5.960 4.491 2.377
H 0.490 -0.152 -1.680
H 4.029 -2.531 -3.197
C 3.521 -2.716 -2.243
C -6.359 3.680 1.403
H -1.339 4.821 1.682
C -2.754 3.561 0.682
H 6.145 -2.642 -0.403
H -0.236 3.118 2.940
H -3.463 4.307 1.015
C 2.390 -0.203 0.147
O 4.320 -2.195 -1.205
H 1.623 -2.399 -3.177
H -0.341 2.483 -0.011
H 0.992 -1.652 0.872
C 0.100 -1.145 -1.492
C -3.002 2.328 1.585
O -7.399 3.888 0.820
H 2.359 -0.946 -2.500
C 1.492 -4.595 -0.635
C 2.182 -2.005 -2.329
C -1.369 4.186 0.810
C -4.435 2.370 2.060
H -0.403 -1.513 -2.383
C 1.814 -1.603 0.157
C 5.193 -3.133 -0.589
H 1.956 -5.026 -1.518
O -4.778 2.170 3.204



# 6
62
Properties=species:S:1:pos:R:3 method="wB97M-V/def2-TZVPD" energy_ev=-71789.709 e_lumo_ha=-0.025 e_homo_ev=-4.333 max_force_ha_per_bohr=0.0257
C -1.650 0.777 -3.766
H -0.109 -1.782 -5.497
H -0.832 2.949 1.862
S 1.611 -3.851 4.837
F 2.239 -2.468 5.310
C -0.805 2.079 2.515
F 0.232 -1.081 4.322
C -1.682 2.025 -4.669
H -3.110 1.970 4.469
F 1.045 -5.252 4.366
F 2.068 -0.957 3.095
H 0.152 1.669 5.604
C -0.244 -0.708 -5.347
H 1.798 0.829 -1.372
C 0.667 0.038 -3.051
F 0.229 -3.496 5.522
H -2.539 2.010 -5.352
H 1.219 0.835 -4.957
H -1.579 1.375 2.209
H 1.768 2.237 0.869
H 1.372 0.137 0.862
H 0.811 1.090 3.319
H 2.482 2.190 2.502
H 1.457 -1.927 -2.516
C -1.590 -0.473 -4.655
N -0.477 0.910 -2.889
P -1.115 2.692 4.204
H -0.303 0.548 0.658
H 2.805 0.199 -2.689
C 1.886 0.749 -2.457
C 0.544 -1.340 -2.368
C 0.940 -0.141 -4.549
C -2.967 0.721 -3.002
H -3.107 1.608 -2.388
H -1.047 -1.042 2.293
C 1.575 2.374 1.929
H -0.289 -1.925 -2.757
H -0.774 2.100 -5.269
H -1.753 2.922 -4.051
H 1.245 3.386 2.142
H -2.387 -0.423 -5.403
H 1.815 -0.781 -4.693
C 0.442 0.243 1.414
F 2.080 -4.503 6.183
F 1.766 -3.452 2.209
H 0.085 -1.826 1.196
C 0.000 -1.089 1.993
H 0.395 -1.211 -1.293
H -3.794 0.663 -3.716
H 1.971 1.755 -2.870
F -0.246 -3.571 3.008
O -0.781 1.140 -1.546
N 0.525 1.381 2.385
O -0.729 1.531 5.230
H -3.011 -0.155 -2.353
H -1.825 -1.349 -4.043
O -2.686 2.827 4.319
C 0.839 -1.526 3.197
H -0.249 -0.269 -6.348
C 0.983 -3.070 3.215
O -0.374 3.928 4.441
F 3.005 -4.221 4.185



# 7
51
Properties=species:S:1:pos:R:3 method="wB97M-V/def2-TZVPD" energy_ev=-63349.735 charge=+2 multiplicity=5 e_lumo_ha="-0.343 / -0.346" e_homo_ev="-13.347 / -13.283" de_lowest_ev=0.000 max_force_ha_per_bohr=0.1090
H -2.917 -2.128 -2.663
C -0.883 2.996 2.868
C 1.026 3.536 0.678
H -0.178 -0.312 3.599
H 0.836 -1.772 3.397
H 1.584 -2.780 -1.876
C -2.042 -2.767 -2.487
C 0.548 -3.087 -1.691
H 0.475 3.770 -0.250
C 1.529 3.688 -4.312
H -2.531 -0.383 2.252
H -0.151 -1.711 -4.439
O 1.152 1.998 -2.408
H 2.474 1.637 2.221
H 0.481 -3.466 -0.667
C 1.512 1.693 2.743
H 0.251 -3.880 -2.391
H -0.376 3.866 3.313
C 0.107 -1.059 -3.586
H -1.119 -3.783 2.413
H 2.048 3.230 0.412
C -0.525 -3.164 1.724
H 1.534 2.480 3.509
H 1.206 4.673 -3.929
O 3.247 -0.155 -0.538
C 1.330 2.761 -3.273
P 0.175 2.181 1.606
H 0.534 -3.382 1.927
H -2.271 -3.459 -1.665
C -0.809 -1.683 1.991
H -0.762 -1.886 4.146
H -2.774 -1.677 1.063
Pm -0.220 0.928 -0.955
H -1.110 2.278 3.669
P -0.609 -1.718 -2.013
C -2.317 -1.436 2.030
H 0.944 3.327 -5.178
H -2.773 -2.065 2.809
C 2.144 -0.330 -0.113
C -0.190 -1.376 3.357
H -0.287 -0.049 -3.794
H 2.608 3.697 -4.551
H -1.823 -3.358 -3.389
I -3.003 1.617 -1.091
H 1.328 0.727 3.224
H 1.082 4.456 1.287
H 1.202 -1.001 -3.509
C -0.158 -0.828 0.924
H -0.772 -3.478 0.708
C 1.065 -0.678 0.496
H -1.826 3.311 2.402



# 8
46
Properties=species:S:1:pos:R:3 method="wB97M-V/def2-TZVPD" energy_ev=-17523.955 charge=+1 e_lumo_ha=-0.092 e_homo_ev=-12.882 de_lowest_ev=0.093 max_force_ha_per_bohr=0.0210
H -4.566 -0.928 0.204
H -5.564 -0.065 -1.947
H -5.843 1.903 0.373
H -1.528 -1.478 -0.198
C -4.065 -0.187 -0.422
C -2.191 -0.088 1.309
N 3.667 0.172 -0.488
H 5.500 -0.222 -1.459
H -0.648 -2.147 2.054
H -3.826 1.272 1.133
H -4.630 1.416 -1.745
H 4.327 -1.537 -1.541
H -2.730 -0.851 1.874
C 2.638 -0.528 0.342
H -6.983 1.645 -0.941
C 4.280 1.251 0.348
H 0.423 -0.760 2.033
H -0.581 0.010 -0.103
C -6.227 1.164 -0.326
H 4.737 0.795 1.231
C 3.055 0.782 -1.682
H -2.648 1.414 -0.170
H -3.436 -0.724 -1.136
C -0.090 -1.482 1.393
C 4.732 -0.756 -0.902
H 5.190 -1.220 -0.030
H 0.379 -3.107 0.079
H 3.159 -1.004 1.176
C -5.117 0.601 -1.205
H 1.849 3.809 1.452
C -3.187 0.701 0.459
H -1.728 0.589 2.032
C -1.087 -0.757 0.491
H 5.064 1.744 -0.234
C 0.922 -2.339 0.630
C 1.793 -1.575 -0.376
H 1.568 -2.849 1.349
H 2.425 -2.305 -0.884
H -6.704 0.368 0.241
H 1.980 0.244 0.747
H 2.672 0.012 -2.346
H 3.798 1.368 -2.222
C 2.527 3.074 1.131
H 2.242 1.442 -1.384
H 1.141 -1.109 -1.113
C 3.312 2.245 0.772



# 9
60
Properties=species:S:1:pos:R:3 method="wB97M-V/def2-TZVPD" energy_ev=-46751.397 e_lumo_ha=0.018 e_homo_ev=-10.567 de_lowest_ev=2.825 max_force_ha_per_bohr=0.1163
H 0.466 -0.693 -4.817
C -2.170 -1.430 -3.145
H -1.346 -3.093 5.852
O 2.608 5.012 2.062
C -2.577 -2.083 -0.916
C -0.833 5.324 3.206
O 1.247 3.601 3.327
H 3.362 2.660 -1.911
H -1.257 4.518 2.607
H -2.790 -0.894 -3.864
O -2.922 -1.287 -1.973
H 2.999 1.211 -2.739
H -1.189 1.906 0.657
H -2.497 2.502 -0.388
C -3.260 -2.423 1.323
H 3.030 2.916 3.670
C -1.673 1.792 -0.312
H 2.813 2.713 -3.464
C -1.961 -2.217 5.647
H 0.211 0.826 2.338
H -2.234 0.858 -0.346
C 2.095 2.539 3.255
H -1.552 6.141 3.155
O 1.096 1.769 -0.027
C -0.501 -1.203 4.103
H -3.099 -3.497 1.232
H 1.597 -5.710 -5.627
O -1.572 -2.901 -0.805
C 0.584 1.993 -1.130
O 2.248 -1.744 -4.997
H 1.746 1.676 3.822
H 1.449 -0.330 2.697
O 2.653 -3.810 -5.209
H 2.193 2.293 2.198
O -3.402 -1.814 0.081
O 1.214 2.249 -2.297
H 3.318 -5.642 -5.347
O 0.396 -0.929 4.853
H -2.985 -2.582 5.722
C 2.591 2.200 -2.529
O 0.474 5.613 2.659
H 1.773 -0.132 -3.741
O -0.707 1.883 -1.378
H -1.887 -2.464 -3.342
H -1.780 -1.532 6.476
O 0.528 -3.299 -4.655
H -2.360 -2.028 1.794
H -1.314 -0.757 -3.108
H -0.800 5.099 4.272
O -0.550 -0.993 2.799
C 0.475 -0.225 2.219
C 2.370 -5.181 -5.070
H 1.850 0.268 -5.368
O -1.666 -1.771 4.354
C 1.543 -0.553 -4.720
H -4.120 -2.264 1.974
C 1.540 4.740 2.603
H 2.211 -5.410 -4.016
C 1.679 -2.948 -4.888
H 0.643 -0.466 1.169